The following is a DFT calculation (ωB97M-V with the def2-TZVPD basis set) of C18H28N6 in the gas phase at a distorted geometry.

The geometry in XYZ format:
```
52
Properties=species:S:1:pos:R:3:forces:R:3:lowdin_charge:R:1
C 0.66751 -1.71154 4.67411 -0.1 -0.2 -0.2 -0.08
C 0.00438 -2.28323 3.42243 0.0 0.1 -0.1 -0.43
C -1.40970 -1.72866 3.26525 0.2 -0.2 0.0 -0.07
C 0.85571 -2.05886 2.16616 -0.1 0.0 0.2 -0.15
C 1.11847 -0.58766 1.83530 -0.2 -0.4 0.7 -0.13
N 1.99176 -0.49401 0.69926 0.2 0.5 -1.5 -0.05
N 3.27961 -0.84647 0.77890 0.0 -0.3 1.2 0.04
N 3.80085 -0.67321 -0.36180 0.9 -0.2 -0.1 -0.05
N 2.91455 -0.20618 -1.22855 -0.8 0.5 -0.7 0.08
C 1.77786 -0.08826 -0.57633 0.4 0.0 0.6 -0.27
C 0.49458 0.34875 -1.19765 0.0 -0.1 -0.1 -0.21
C -0.24973 -0.93114 -1.52250 -0.3 0.0 -0.1 -0.17
C -1.18003 -1.48528 -0.65319 0.0 0.0 -0.1 -0.06
C -1.79975 -2.68373 -0.96371 0.0 -0.1 0.1 -0.08
C -1.48680 -3.34721 -2.13722 0.0 -0.1 0.0 -0.09
C -0.55243 -2.80399 -3.00306 0.0 0.0 -0.1 -0.07
C 0.06163 -1.60267 -2.69810 -0.1 0.1 0.0 -0.02
N -0.25893 1.23840 -0.31367 0.1 -0.2 -0.2 -0.13
C -1.51669 1.67284 -0.89684 -0.2 0.0 0.0 -0.15
C -1.32994 2.51606 -2.17244 0.0 -0.1 0.0 -0.17
N -0.00444 3.11008 -2.18506 0.0 0.1 0.1 -0.24
C 0.13233 4.10123 -3.22510 0.0 0.0 0.0 -0.09
C 0.33749 3.61034 -0.86889 0.0 -0.1 0.0 -0.17
C 0.50016 2.41739 0.09471 0.0 0.2 0.2 -0.14
H 0.64471 -0.62453 4.66744 0.0 0.2 0.0 0.07
H 1.70208 -2.03847 4.74437 0.1 0.0 0.1 0.08
H 0.14111 -2.05067 5.56333 0.0 0.0 0.1 0.08
H -0.07356 -3.36927 3.54994 0.0 0.1 0.0 0.13
H -2.00985 -1.98688 4.13484 -0.1 0.0 0.1 0.08
H -1.39690 -0.64497 3.17617 -0.1 0.2 0.0 0.08
H -1.89015 -2.14785 2.38457 -0.1 0.0 -0.1 0.07
H 1.82353 -2.54728 2.30224 0.0 0.0 -0.1 0.11
H 0.36275 -2.52845 1.31087 0.1 0.0 0.0 0.11
H 0.20271 -0.05067 1.58838 0.1 0.0 0.0 0.10
H 1.62278 -0.10095 2.67368 -0.1 0.1 -0.1 0.13
H 0.77286 0.84900 -2.13762 0.0 -0.1 0.2 0.15
H -1.42894 -0.97057 0.26156 0.0 0.1 0.1 0.10
H -2.52736 -3.10259 -0.28319 -0.1 0.0 0.1 0.10
H -1.96773 -4.28430 -2.37505 0.0 -0.1 0.0 0.10
H -0.30059 -3.31753 -3.91890 0.0 0.0 -0.1 0.10
H 0.79764 -1.18270 -3.36767 0.1 0.1 -0.1 0.12
H -2.13535 0.80313 -1.11961 -0.1 0.1 0.1 0.11
H -2.02407 2.26156 -0.12702 0.0 0.0 -0.1 0.12
H -2.12202 3.28602 -2.21826 0.0 0.0 0.0 0.12
H -1.42192 1.88656 -3.06278 -0.1 0.1 0.0 0.12
H -0.10135 3.63923 -4.18358 0.0 0.1 -0.1 0.09
H -0.53610 4.96562 -3.08129 0.0 0.0 0.0 0.09
H 1.16235 4.45352 -3.24913 0.0 0.1 -0.1 0.09
H -0.43204 4.30905 -0.49157 0.1 0.0 0.0 0.12
H 1.27950 4.15697 -0.93660 -0.1 0.0 0.0 0.12
H 1.55411 2.14815 0.16892 0.0 0.0 0.1 0.12
H 0.15332 2.70589 1.09395 0.1 0.0 0.0 0.12
```
Forces are in eV/Å.

Values from the calculation:
Kohn-Sham gap: 0.3436 Ha
HOMO energy: -8.6428 eV
SMILES: CC(C)CCn1nnnc1[C@@H](c1ccccc1)N1CCN(C)CC1

---

The following is a DFT calculation (ωB97M-V with the def2-TZVPD basis set) of 5 unconnected molecules or ions with the total composition C18H29BrN4O13P at a distorted geometry.

The geometry in XYZ format:
```
66
Properties=species:S:1:pos:R:3:forces:R:3:lowdin_charge:R:1
O 2.60726 6.89343 -0.33310 1.8 -3.5 -3.1 -0.48
P 3.42720 5.91482 -1.26617 -1.4 3.0 3.7 0.78
N 2.43088 4.76768 -2.20934 0.3 0.8 0.9 -0.09
C 1.25590 4.24548 -1.72734 -3.6 -2.3 0.1 -0.23
N 0.52799 3.25322 -2.60699 -2.5 1.5 6.5 0.10
C -0.65874 2.86858 -1.74599 3.4 3.5 1.7 -0.50
Br -2.12843 1.55693 -2.10555 2.4 2.2 0.5 0.75
N -0.59591 3.65371 -0.45437 0.3 -1.6 -3.3 0.02
N 0.53096 4.48863 -0.42213 1.8 -1.8 -5.1 0.10
H 4.28884 5.10093 -0.40541 -0.7 0.3 -1.2 0.04
H 4.34626 6.68426 -2.10915 -1.0 -1.2 0.0 0.05
H 2.81337 4.46951 -3.14387 -1.0 0.1 1.2 0.13
H -1.22931 3.68634 0.38077 0.7 -0.5 -1.2 0.18
H 0.79430 5.12932 0.35806 -0.3 -0.6 -0.9 0.17
C 2.79898 1.76414 -7.76400 0.3 -0.4 0.0 -0.02
C 3.05929 2.56580 -6.50486 -0.8 -0.7 -1.1 -0.36
C 3.04016 4.04732 -6.73294 -0.9 0.4 -0.5 -0.12
O 3.88338 4.52513 -5.70154 0.7 -0.3 0.8 0.04
C 4.77765 3.52256 -5.44577 2.2 -0.3 1.0 -0.51
O 5.79360 3.65340 -4.78818 -2.3 -0.1 -1.2 0.14
O 4.37987 2.35139 -6.03327 0.7 1.1 0.7 0.09
H 2.90897 0.69264 -7.56460 -0.1 0.2 0.0 0.09
H 1.79197 1.94890 -8.14935 0.1 0.0 0.1 0.09
H 3.52558 2.01157 -8.54604 -0.1 0.1 0.2 0.10
H 2.36250 2.26790 -5.71286 0.0 0.1 0.0 0.16
H 2.03592 4.47203 -6.64643 0.2 0.1 0.1 0.15
H 3.47256 4.34548 -7.69511 -0.1 -0.2 0.1 0.15
C -0.54545 -3.03132 2.04527 -0.2 0.2 0.4 -0.01
C -1.00317 -1.70208 1.48004 0.1 -1.8 0.2 -0.34
C -0.21384 -1.26576 0.28261 0.1 -0.8 -0.7 -0.11
O -0.33798 0.14319 0.33293 -0.1 1.1 0.9 -0.01
C -0.49010 0.46506 1.65336 0.0 0.9 1.1 -0.50
O -0.39499 1.59104 2.10594 -0.2 -1.6 -1.0 0.10
O -0.75892 -0.65060 2.40038 0.4 2.0 -0.6 0.09
H -1.09199 -3.26393 2.96569 0.0 0.0 -0.2 0.10
H -0.70357 -3.84172 1.32767 0.1 0.4 0.3 0.05
H 0.51670 -3.00102 2.31299 -0.1 0.1 -0.2 0.10
H -2.07871 -1.72761 1.27007 0.1 0.1 -0.1 0.16
H -0.61838 -1.66163 -0.65334 0.1 0.2 0.1 0.14
H 0.85083 -1.51870 0.34700 -0.2 -0.1 0.1 0.15
C -0.79827 1.74224 5.42082 -0.3 -0.1 -0.3 -0.03
C -1.31186 1.21593 6.74561 0.7 0.9 -0.9 -0.35
C -0.32943 0.32965 7.45033 0.8 0.3 0.3 -0.12
O -1.17140 -0.49892 8.22985 -0.9 -0.3 -0.3 0.07
C -2.35311 -0.59030 7.54757 -1.8 -1.7 0.5 -0.50
O -3.23091 -1.39795 7.79021 1.9 1.8 -0.5 0.14
O -2.41511 0.34590 6.55022 -0.2 -0.9 0.7 0.08
H -1.58054 2.31070 4.90614 0.2 0.0 0.1 0.09
H 0.07171 2.39000 5.56310 -0.1 -0.1 0.1 0.09
H -0.51913 0.92052 4.75179 0.0 0.1 0.2 0.07
H -1.64082 2.04484 7.38297 0.1 -0.1 0.1 0.16
H 0.36292 0.89150 8.08385 -0.2 -0.2 0.0 0.14
H 0.24638 -0.30919 6.77066 -0.1 0.2 -0.1 0.14
C -4.55928 -7.47328 0.72546 0.0 0.1 0.5 -0.02
C -3.52458 -6.63413 0.00359 -1.3 -0.7 0.2 -0.35
C -2.72694 -7.41278 -0.99878 -0.4 -0.5 -0.7 -0.11
O -1.51171 -6.68905 -1.04937 0.6 0.7 0.9 0.07
C -1.35955 -6.11394 0.18204 1.5 0.5 0.6 -0.49
O -0.32811 -5.61031 0.58724 -2.0 -1.2 -1.0 0.11
O -2.52246 -6.18492 0.90151 1.4 0.3 -0.4 0.09
H -5.05393 -6.88333 1.50472 0.0 -0.1 -0.2 0.09
H -5.31829 -7.84772 0.03236 0.1 0.1 0.0 0.09
H -4.09237 -8.32659 1.23007 0.0 0.1 -0.2 0.10
H -3.99611 -5.75378 -0.44826 0.1 -0.1 -0.1 0.16
H -3.20530 -7.44463 -1.98190 0.3 0.1 0.1 0.15
H -2.50322 -8.43648 -0.67691 -0.2 0.1 0.1 0.15
```
Forces are in eV/Å.

Values from the calculation:
Kohn-Sham gap: 0.2990 Ha
total charge: +1
HOMO energy: -12.1383 eV

---

The following is a DFT calculation (ωB97M-V with the def2-TZVPD basis set) of 4 unconnected molecules or ions with the total composition C18H29ClF9O11P at a distorted geometry.

The geometry in XYZ format:
```
69
Properties=species:S:1:pos:R:3:forces:R:3:lowdin_charge:R:1
C -0.90201 0.25824 -0.00484 -0.4 -0.6 0.5 -0.08
C -2.39543 0.01962 0.27311 0.2 0.7 -0.2 -0.19
C -3.33432 0.77147 -0.66515 0.2 -0.8 -0.2 -0.19
O -4.08067 1.62687 0.16825 0.3 0.5 0.4 -0.11
O -5.01539 2.35561 -0.63860 -0.5 -0.7 -0.7 -0.13
P -6.47727 2.24126 0.05007 1.6 0.2 0.4 0.37
O -6.73249 3.38525 0.87741 -0.8 1.1 1.1 -0.20
O -7.42950 2.12433 -1.21313 -0.3 -0.7 0.2 -0.08
O -6.43333 0.86896 0.88407 -0.7 0.0 -1.3 -0.20
C -7.47418 -0.07781 0.71348 0.6 -0.7 1.1 -0.71
Cl -7.87308 -0.63039 2.38562 -0.2 0.1 0.0 0.66
C -7.02575 -1.30039 -0.04965 -0.3 0.3 -0.6 -0.24
C -6.44458 -1.01883 -1.43621 0.2 -0.3 0.2 -0.07
H -0.39940 0.51615 0.91582 0.2 0.2 0.2 0.07
H -0.46419 -0.67293 -0.32999 0.4 -0.1 -0.4 0.06
H -0.71436 1.04274 -0.72067 0.0 0.1 -0.3 0.06
H -2.64110 -1.02882 0.22477 0.0 0.0 0.0 0.08
H -2.60577 0.36719 1.27655 -0.2 -0.1 0.3 0.11
H -3.97826 0.05004 -1.15459 -0.4 0.1 -0.2 0.09
H -2.78710 1.30313 -1.43620 0.0 0.4 -0.1 0.12
H -8.33779 2.17125 -0.86898 0.1 0.3 -0.5 0.10
H -8.39692 0.34580 0.34885 -0.1 0.3 -0.2 0.10
H -6.32726 -1.84103 0.56738 0.3 -0.1 0.2 0.09
H -7.89978 -1.92908 -0.16973 -0.2 -0.2 0.2 0.11
H -5.57806 -1.64993 -1.57354 0.3 -0.2 -0.2 0.07
H -6.10722 -0.00423 -1.57948 0.0 0.3 0.0 0.04
H -7.13923 -1.26644 -2.22536 -0.3 0.1 -0.2 0.08
C 5.66386 0.09539 -1.84203 -0.4 0.2 -0.3 -0.06
C 4.75478 -1.07249 -1.52941 0.6 0.0 0.2 -0.19
O 3.37315 -0.74185 -1.77868 -0.2 -0.1 0.0 0.03
C 2.96408 -0.85257 -3.03346 0.4 -0.1 0.2 -0.40
O 3.61945 -1.19623 -3.97139 -0.2 0.0 -0.1 0.17
C 1.46830 -0.50909 -3.11708 -0.6 0.2 -0.2 -0.53
F 1.17463 0.58838 -2.40121 0.1 -0.2 -0.2 0.16
F 0.72883 -1.52779 -2.63896 0.2 0.2 0.0 0.16
F 1.09465 -0.29214 -4.37950 0.2 -0.1 0.2 0.17
H 5.35331 0.98222 -1.28992 0.1 0.0 0.1 0.09
H 6.68547 -0.14257 -1.57827 0.1 -0.1 0.0 0.06
H 5.63014 0.34336 -2.90294 0.0 -0.1 0.0 0.08
H 4.81018 -1.32282 -0.47221 -0.2 0.1 0.0 0.13
H 5.03477 -1.96170 -2.09191 -0.1 0.0 -0.2 0.13
C 9.88899 5.38331 -0.82157 -0.1 -0.2 0.2 -0.06
C 10.33725 4.26562 -1.73771 0.1 0.5 -0.2 -0.19
O 10.29043 2.99162 -1.06458 0.0 -0.2 0.0 0.04
C 9.10869 2.39536 -1.02859 0.2 0.4 -0.2 -0.40
O 8.08678 2.80539 -1.49298 -0.1 -0.2 0.1 0.17
C 9.23718 1.03629 -0.32278 0.1 -0.5 0.4 -0.53
F 9.98169 1.12178 0.78899 -0.2 0.0 -0.2 0.17
F 9.81856 0.13830 -1.13779 -0.1 0.2 0.1 0.16
F 8.03189 0.56732 0.01767 0.4 0.2 0.0 0.15
H 10.47868 5.38388 0.09528 0.1 0.0 0.0 0.08
H 10.00531 6.34668 -1.31588 0.0 0.0 0.0 0.08
H 8.84349 5.26340 -0.53958 0.0 0.0 -0.1 0.08
H 11.37603 4.40572 -2.02743 0.1 -0.2 0.1 0.13
H 9.74283 4.23014 -2.64897 -0.1 -0.1 0.1 0.13
C -4.71156 -3.38575 5.55093 0.2 -0.2 -0.1 -0.06
C -4.59858 -2.43858 4.37646 -0.4 0.2 0.4 -0.19
O -3.42065 -2.72141 3.59264 0.1 0.0 -0.2 0.03
C -3.52976 -3.69829 2.70601 -0.3 0.2 0.3 -0.40
O -4.49689 -4.36780 2.49464 0.1 -0.1 -0.2 0.17
C -2.21628 -3.82451 1.91686 0.5 -0.2 -0.2 -0.52
F -1.14228 -3.76256 2.71700 -0.2 0.0 -0.1 0.17
F -2.13291 -2.81293 1.02860 0.1 -0.5 0.3 0.14
F -2.16281 -4.97543 1.24644 -0.1 0.3 0.1 0.17
H -3.80321 -3.35626 6.15314 0.0 0.1 0.0 0.08
H -5.55872 -3.11047 6.17742 0.0 0.0 0.0 0.08
H -4.84936 -4.41295 5.21458 -0.1 0.0 0.0 0.08
H -4.48047 -1.41478 4.72315 0.2 0.0 -0.1 0.13
H -5.48549 -2.47123 3.74574 0.1 -0.1 -0.1 0.11
```
Forces are in eV/Å.

Values from the calculation:
Kohn-Sham gap: 0.3957 Ha
HOMO energy: -10.3879 eV
SMILES: CCCOO[P@@](=O)(O)O[C@H](Cl)CC.CCOC(=O)C(F)(F)F.CCOC(=O)C(F)(F)F.CCOC(=O)C(F)(F)F

---

The following is a DFT calculation (ωB97M-V with the def2-TZVPD basis set) of a gas-phase ion, C18H29ClFN2OS (charge +1) at a distorted geometry.

The geometry in XYZ format:
```
53
Properties=species:S:1:pos:R:3:forces:R:3:lowdin_charge:R:1
C 4.67675 -2.37790 0.37432 -0.8 1.5 0.5 -0.10
C 5.43188 -1.83537 -0.97428 1.6 -1.6 0.4 -0.24
O 4.54698 -1.42272 -2.07115 -1.0 1.2 2.4 -0.19
C 3.42842 -0.58457 -1.61723 -1.4 0.1 -0.9 -0.21
C 3.85165 0.76788 -0.79534 -0.9 1.1 0.2 -0.10
C 2.51091 1.47957 -0.09293 -0.6 -0.5 0.4 -0.27
N 1.63445 0.93642 0.84491 2.7 3.5 -5.0 -0.04
F 1.86951 -0.32591 1.27483 -0.7 0.7 0.2 0.09
C 0.59794 1.97340 1.22746 -1.3 2.2 3.9 -0.25
C -0.75915 1.53407 2.03186 0.1 -0.3 0.8 -0.13
C -1.23678 -0.01668 1.81239 -1.3 0.2 0.4 -0.18
C -1.20977 -0.54586 0.26181 0.4 -1.3 0.1 -0.19
C -2.64449 -1.11572 -0.29968 0.7 -0.6 -1.3 -0.19
N -3.09018 -2.42736 0.35454 -1.8 -0.9 1.6 -0.19
C -4.37932 -2.34367 1.19564 1.7 -5.4 0.2 -0.06
C -4.69499 -3.85471 1.75970 4.3 2.3 -3.3 -0.06
C -3.45111 -4.79323 1.15444 0.0 4.8 -1.1 -0.07
C -2.45099 -3.81403 0.24886 -4.9 -0.5 3.4 -0.05
C 0.35799 3.21207 0.12919 -0.2 -2.4 0.2 -0.44
C -0.56539 2.91875 -1.19251 0.2 0.3 0.3 -0.24
C -2.17686 2.85441 -0.89833 -0.3 0.2 -0.9 -0.23
C -2.91788 3.39601 -2.29614 0.8 -1.6 0.0 -0.55
Cl -3.51081 5.15994 -2.14531 0.6 -2.0 -0.2 0.46
S 2.09123 3.23342 -0.59751 0.3 -2.6 1.4 1.01
H 4.43078 -1.41118 1.02961 0.4 -2.1 -1.2 0.06
H 5.33216 -3.06633 1.06802 -1.3 1.3 -1.8 0.10
H 3.61152 -2.85872 0.14177 2.6 0.7 0.4 0.10
H 6.07370 -2.75183 -1.38785 -1.5 2.1 0.6 0.14
H 6.23749 -0.98376 -0.75121 -1.9 -1.7 -0.3 0.14
H 2.58302 -1.18731 -1.02778 2.1 1.1 -1.0 0.12
H 2.87883 -0.20818 -2.60843 1.4 -0.9 2.1 0.16
H 4.24447 1.57605 -1.58062 -0.7 -1.8 2.0 0.14
H 4.60890 0.60798 0.08142 -1.4 0.2 -1.8 0.13
H 1.18500 2.57783 2.07375 -1.0 -1.2 -1.8 0.17
H -1.59724 2.33990 1.79460 1.8 -1.9 0.2 0.12
H -0.52695 1.67281 3.19479 -0.5 -0.4 -2.6 0.14
H -2.37698 -0.06820 2.16272 2.5 0.1 -0.6 0.13
H -0.66126 -0.73382 2.57358 -1.1 1.6 -2.0 0.13
H -0.45528 -1.46950 0.23236 -1.6 1.9 -0.1 0.12
H -0.80542 0.22230 -0.52248 -0.8 -1.2 1.6 0.08
H -2.47637 -1.37202 -1.44691 -0.3 0.6 2.3 0.14
H -3.51828 -0.31945 -0.27542 1.8 -1.8 0.3 0.12
H -4.97654 -1.33470 1.34581 1.6 -2.4 -0.5 0.11
H -5.58046 -4.19880 2.45427 2.1 0.9 -1.7 0.08
H -3.29667 -5.95153 1.33168 -0.3 2.9 -0.5 0.08
H -1.47564 -4.12141 -0.34450 -2.4 1.2 1.4 0.10
H 0.03979 4.08831 0.86983 0.9 -1.6 -2.1 0.17
H -0.13192 1.93496 -1.70903 -1.1 2.0 1.2 0.12
H -0.32221 3.79366 -1.96747 -0.6 -1.8 1.8 0.13
H -2.55754 1.75763 -0.72068 1.0 2.1 -0.3 0.09
H -2.49361 3.48955 0.04381 0.7 -1.1 -2.1 0.12
H -3.78664 2.64272 -2.58908 1.6 2.1 0.7 0.10
H -2.09660 3.32481 -3.15610 -2.0 0.4 1.8 0.09
```
Forces are in eV/Å.

Values from the calculation:
Kohn-Sham gap: 0.1984 Ha
total charge: +1
HOMO energy: -9.9151 eV